1 | Here is 2 unconnected molecules or ions with the total composition C6H14NO from the Open Molecules 2025 dataset. Energies are from the ωB97M-V functional and the def2-TZVPD basis.

Computed properties:
expectation value of S² = 0.754
orbital gap (alpha / beta) = 9.8 / 6.8 eV
multiplicity = 2
HOMO (alpha / beta) = -8.843 / -8.808 eV

Last columns: bonded neighbours and bond lengths (Å).
CARTESIAN COORDINATES (ANGSTROEM)
1 N -2.304 0.174 0.336  C2 1.468, H5 1.011, H6 1.030
2 C -1.585 -0.728 1.245  N1 1.468, C4 1.524, H7 1.102, H8 1.090
3 C -0.304 -0.396 3.355  C4 1.327, H9 1.084, H10 1.084
4 C -0.637 0.050 2.150  C2 1.524, C3 1.327, H11 1.081
5 H -2.811 -0.365 -0.352  N1 1.011
6 H -1.610 0.787 -0.113  N1 1.030
7 H -0.970 -1.469 0.709  C2 1.102
8 H -2.265 -1.312 1.863  C2 1.090
9 H 0.329 0.224 3.980  C3 1.084
10 H -0.741 -1.287 3.792  C3 1.084
11 H -0.273 0.991 1.761  C4 1.081
12 C 1.281 1.328 -0.945  O13 1.360, C14 1.539, H16 1.118, H17 1.103
13 O -0.035 1.565 -0.698  C12 1.360
14 C 1.515 0.505 -2.224  C12 1.539, C15 1.535, H18 1.095, H19 1.097
15 C 0.929 -0.907 -2.077  C14 1.535, H20 1.093, H21 1.092, H22 1.097
16 H 1.776 0.798 -0.094  C12 1.118
17 H 1.796 2.299 -1.040  C12 1.103
18 H 2.581 0.451 -2.469  C14 1.095
19 H 1.017 1.027 -3.051  C14 1.097
20 H 0.795 -1.337 -3.073  C15 1.093
21 H -0.055 -0.860 -1.606  C15 1.092
22 H 1.569 -1.537 -1.447  C15 1.097

natural (NBO) charges in e: -0.837, -0.260, -0.409, -0.173, 0.355, 0.379, 0.164, 0.192, 0.196, 0.192, 0.205, -0.142, -0.298, -0.423, -0.613, 0.197, 0.236, 0.204, 0.205, 0.215, 0.209, 0.206

2 | Here is a single C6H14NO molecule from the Open Molecules 2025 dataset. Energies are from the ωB97M-V functional and the def2-TZVPD basis.

Computed properties:
expectation value of S² = 0.750
orbital gap (alpha / beta) = 2.1 / 10.5 eV
multiplicity = 2
HOMO (alpha / beta) = -2.119 / -10.048 eV

Last columns: bonded neighbours and bond lengths (Å).
CARTESIAN COORDINATES (ANGSTROEM)
1 C -1.210 1.617 0.600  O2 1.394, C3 1.530, H9 1.093, H10 1.094
2 O -0.827 2.901 0.984  C1 1.394, H11 0.965
3 C -0.027 0.683 0.861  C1 1.530, C4 1.536, N8 1.525, H12 1.041
4 C -0.432 -0.749 0.484  C3 1.536, C5 1.527, H13 1.086, H14 1.086
5 C 0.711 -1.731 0.235  C4 1.527, C7 1.520, H15 1.091, H16 1.084
6 C -0.190 -2.449 -2.035  C7 1.322, H17 1.081, H18 1.085
7 C 0.796 -2.323 -1.163  C5 1.520, C6 1.322, H19 1.087
8 N 1.130 1.188 0.006  C3 1.525, H20 1.042, H21 1.078, H22 1.026
9 H -2.055 1.199 1.153  C1 1.093
10 H -1.548 1.555 -0.439  C1 1.094
11 H -1.273 3.577 0.458  O2 0.965
12 H 0.038 0.723 1.899  C3 1.041
13 H -1.112 -0.705 -0.362  C4 1.086
14 H -1.004 -1.226 1.275  C4 1.086
15 H 0.605 -2.683 0.757  C5 1.091
16 H 1.685 -1.383 0.557  C5 1.084
17 H -0.074 -2.941 -2.990  C6 1.081
18 H -1.220 -2.180 -1.829  C6 1.085
19 H 1.797 -2.703 -1.345  C7 1.087
20 H 1.723 1.815 0.591  N8 1.042
21 H 0.884 1.756 -0.877  N8 1.078
22 H 1.709 0.374 -0.230  N8 1.026

natural (NBO) charges in e: -0.118, -0.883, -0.096, -0.430, -0.520, -0.428, -0.178, -0.691, 0.169, 0.083, 0.462, 0.189, 0.212, 0.236, 0.241, 0.162, 0.208, 0.188, 0.200, 0.311, 0.306, 0.378

The calculated energies rank the structures as follows, beginning with the most stable: 1, 2.

1 | Here is 2 unconnected molecules or ions with the total composition C5H12Si from the Open Molecules 2025 dataset. Energies are from the ωB97M-V functional and the def2-TZVPD basis.

Computed properties:
SMILES = C/C=[SiH]\C.C=C
orbital gap = 8.6 eV
multiplicity = 1
HOMO = -7.813 eV

Last columns: bonded neighbours and bond lengths (Å).
CARTESIAN COORDINATES (ANGSTROEM)
1 C 1.325 -2.054 -0.875  C2 1.520, H5 1.094, H6 1.105, H7 1.132
2 C 1.058 -1.902 0.613  C1 1.520, Si3 1.724, H8 1.038
3 Si 1.090 -0.446 1.537  C2 1.724, C4 1.898, H9 1.485
4 C 1.070 1.321 0.845  Si3 1.898, H10 1.123, H11 1.077, H12 1.133
5 H 2.203 -1.476 -1.177  C1 1.094
6 H 0.463 -1.788 -1.513  C1 1.105
7 H 1.468 -3.162 -1.059  C1 1.132
8 H 1.151 -2.860 1.003  C2 1.038
9 H 0.667 -0.469 2.961  Si3 1.485
10 H 1.614 2.240 1.191  C4 1.123
11 H 1.178 1.237 -0.223  C4 1.077
12 H 0.023 1.621 1.161  C4 1.133
13 C -2.462 0.875 -0.266  C14 1.309, H15 1.062, H16 1.034
14 C -1.956 1.628 -1.208  C13 1.309, H17 1.023, H18 1.058
15 H -2.525 1.154 0.757  C13 1.062
16 H -2.931 0.011 -0.588  C13 1.034
17 H -1.618 2.545 -0.906  C14 1.023
18 H -1.819 1.524 -2.252  C14 1.058

natural (NBO) charges in e: -0.641, -0.865, 1.202, -1.123, 0.209, 0.208, 0.205, 0.227, -0.176, 0.262, 0.245, 0.245, -0.376, -0.372, 0.194, 0.187, 0.172, 0.197

2 | Here is 2 unconnected molecules or ions with the total composition C5H12Si from the Open Molecules 2025 dataset. Energies are from the ωB97M-V functional and the def2-TZVPD basis.

Computed properties:
orbital gap (alpha / beta) = 3.8 / 3.3 eV
multiplicity = 1
HOMO (alpha / beta) = -6.135 / -5.936 eV

Last columns: bonded neighbours and bond lengths (Å).
CARTESIAN COORDINATES (ANGSTROEM)
1 C -1.930 1.888 0.725  C2 1.389, H7 1.087, H8 1.016
2 C -0.983 1.334 -0.126  C1 1.389, C5 1.339, H9 1.108
3 C -2.207 -2.029 -1.381  H10 1.085, H11 1.113, H12 1.011
4 C 2.835 -0.735 0.989  Si6 1.977, H13 1.170, H14 1.171, H15 1.094
5 C -0.083 0.454 0.333  C2 1.339, Si6 1.888, H16 1.117
6 Si 1.729 0.399 -0.193  C4 1.977, C5 1.888, H17 1.441, H18 1.497
7 H -2.780 2.322 0.204  C1 1.087
8 H -1.933 1.669 1.718  C1 1.016
9 H -0.965 1.540 -1.214  C2 1.108
10 H -1.177 -2.011 -1.722  C3 1.085
11 H -2.873 -2.825 -1.782  C3 1.113
12 H -2.345 -1.129 -0.942  C3 1.011
13 H 3.610 -1.293 0.315  C4 1.170
14 H 3.478 -0.235 1.830  C4 1.171
15 H 2.164 -1.545 1.292  C4 1.094
16 H -0.136 0.301 1.438  C5 1.117
17 H 1.601 0.051 -1.586  Si6 1.441
18 H 1.996 1.842 0.105  Si6 1.497

natural (NBO) charges in e: -0.318, -0.280, -0.552, -1.078, -0.553, 1.075, 0.194, 0.185, 0.208, 0.162, 0.192, 0.172, 0.241, 0.258, 0.240, 0.189, -0.172, -0.164

The calculated energies rank the structures as follows, beginning with the most stable: 1, 2.

1 | Here is 2 unconnected molecules or ions with the total composition C2H2F3NO from the Open Molecules 2025 dataset. Energies are from the ωB97M-V functional and the def2-TZVPD basis.

Computed properties:
orbital gap (alpha / beta) = 9.8 / 9.6 eV
multiplicity = 1
HOMO (alpha / beta) = -9.851 / -9.601 eV

Last columns: bonded neighbours and bond lengths (Å).
CARTESIAN COORDINATES (ANGSTROEM)
1 C 1.267 1.030 0.158  N3 1.415, O4 1.301, H8 1.036, H9 1.049
2 C -1.335 -0.888 -0.217  F5 1.301, F6 1.343, F7 1.297
3 N 1.223 -0.308 -0.300  C1 1.415, O4 1.345
4 O 1.457 0.038 0.978  C1 1.301, N3 1.345
5 F -1.707 -0.764 1.023  C2 1.301
6 F -2.119 -0.156 -1.025  C2 1.343
7 F -1.291 -2.117 -0.629  C2 1.297
8 H 2.117 1.570 -0.083  C1 1.036
9 H 0.386 1.595 0.095  C1 1.049

natural (NBO) charges in e: 0.005, 0.981, -0.037, -0.307, -0.312, -0.336, -0.308, 0.155, 0.159

2 | Here is a single C2H2F3NO molecule from the Open Molecules 2025 dataset. Energies are from the ωB97M-V functional and the def2-TZVPD basis.

Computed properties:
SMILES = O[C@@H](F)/C(F)=N/F
orbital gap = 12.4 eV
multiplicity = 1
HOMO = -11.712 eV

Last columns: bonded neighbours and bond lengths (Å).
CARTESIAN COORDINATES (ANGSTROEM)
1 O -0.018 -0.163 0.977  C2 1.406, H8 0.964
2 C 0.554 0.350 -0.201  O1 1.406, F3 1.397, C4 1.620, H9 1.070
3 F 0.268 1.715 -0.128  C2 1.397
4 C 2.100 -0.131 -0.204  C2 1.620, F5 1.323, N6 1.238
5 F 2.192 -1.438 -0.386  C4 1.323
6 N 3.014 0.622 0.156  C4 1.238, F7 1.309
7 F 4.240 0.197 0.329  N6 1.309
8 H 0.615 -0.142 1.704  O1 0.964
9 H 0.062 0.035 -1.098  C2 1.070

natural (NBO) charges in e: -0.686, 0.425, -0.341, 0.499, -0.295, -0.075, -0.188, 0.487, 0.173

The calculated energies rank the structures as follows, beginning with the most stable: 2, 1.